# 1
Below is a 8-piece molecular cluster, C42H44N8O14 overall at a distorted geometry, with properties calculated with wB97M-V/def2-TZVPD.

```
108
C42H44N8O14 (wB97M-V/def2-TZVPD)
O -3.743 0.213 4.865
N -2.938 0.551 3.933
O -3.062 0.140 2.852
C -1.959 1.536 4.142
C -2.096 2.496 5.384
C -0.890 3.148 6.045
C 0.303 3.212 5.288
C 0.558 2.595 4.080
C -0.613 1.653 3.437
H -3.005 2.547 6.123
H -0.983 3.733 7.030
H 1.113 3.703 5.856
H 1.413 2.553 3.607
H -0.281 1.238 2.636
O -2.880 3.703 -2.995
N -1.752 4.266 -3.116
O -1.254 5.051 -2.399
C -0.776 3.537 -4.117
C -1.187 2.275 -4.804
C -0.016 1.500 -5.641
C 1.411 2.135 -5.744
C 1.680 3.414 -5.130
C 0.647 4.163 -4.210
H -2.218 2.084 -4.589
H -0.119 0.416 -5.940
H 2.127 1.763 -6.383
H 2.761 3.901 -5.157
H 0.968 5.047 -3.628
O 1.402 4.951 -0.825
N 1.122 6.314 -0.869
O 1.475 7.030 -1.798
C 0.852 6.807 0.500
C 0.235 5.965 1.550
C 0.246 6.696 2.945
C 0.523 7.962 3.178
C 0.947 8.838 2.128
C 1.112 8.310 0.667
H 0.009 5.034 1.414
H -0.326 6.119 3.638
H 0.637 8.129 4.455
H 1.253 9.738 2.378
H 1.424 9.053 -0.138
O -6.030 2.524 -4.578
N -5.366 1.546 -4.150
O -4.797 0.830 -4.989
C -5.446 1.076 -2.671
C -5.685 2.055 -1.570
C -5.760 1.495 -0.128
C -5.683 -0.037 0.020
C -5.775 -0.978 -0.955
C -5.687 -0.425 -2.345
H -5.579 3.200 -1.676
H -5.689 2.073 0.753
H -5.522 -0.326 1.109
H -5.685 -1.993 -0.855
H -5.576 -1.100 -3.269
O -0.959 -3.260 1.121
N -1.792 -2.462 0.791
O -2.939 -2.609 0.678
C -1.210 -1.110 0.491
C -2.195 -0.135 -0.111
C -1.754 1.166 -0.470
C -0.166 1.542 -0.267
C 0.752 0.575 -0.031
C 0.350 -0.878 0.291
H -3.211 -0.234 0.045
H -2.349 1.957 -0.848
H 0.118 2.581 -0.562
H 1.877 0.723 -0.170
H 1.262 -1.729 0.760
O 2.017 -4.136 -3.036
N 2.823 -3.755 -2.125
O 2.496 -3.038 -1.144
C 4.233 -3.993 -2.381
C 4.861 -4.375 -3.725
C 6.366 -4.607 -3.894
C 7.192 -4.376 -2.644
C 6.606 -4.149 -1.351
C 5.121 -3.908 -1.206
H 4.300 -4.569 -4.630
H 6.772 -4.652 -4.952
H 8.258 -4.662 -2.692
H 7.348 -4.399 -0.477
H 4.724 -3.743 -0.260
C 2.043 -3.621 2.539
N 1.563 -2.368 3.184
C 2.407 -1.175 3.023
C 0.459 -2.240 3.942
O 0.175 -1.107 4.446
H 2.206 -3.140 1.514
H 1.273 -4.415 2.437
H 2.772 -4.221 2.761
H 2.117 -0.561 2.220
H 3.434 -1.520 2.670
H 2.628 -0.574 4.002
H -0.213 -3.170 4.033
C -1.175 -7.429 -0.025
N 0.316 -7.593 0.066
C 0.861 -8.917 0.128
C 1.073 -6.547 0.077
O 2.303 -6.652 0.280
H -1.518 -7.013 1.024
H -1.770 -8.212 -0.144
H -1.379 -6.941 -0.944
H 1.188 -9.446 -0.845
H 0.191 -9.748 0.405
H 1.685 -9.083 0.643
H 0.621 -5.531 0.015
```

Output
- 2S+1 = 1
- HOMO energy (hartree) = -0.3262
- structure (SMILES) = O=[N+]([O-])c1ccccc1.O=[N+]([O-])c1ccccc1.O=[N+]([O-])c1ccccc1.O=[N+]([O-])c1ccccc1.O=[N+]([O-])c1ccccc1.O=[N+]([O-])c1ccccc1.CN(C)C=O.CN(C)C=O
- Kohn-Sham gap (eV) = 7.4
- energy relative to the best compared isomer or geometry (same formula, charge and spin) (kJ/mol) = 2138.22



# 2
Below is C42H44P2W as an isolated structure at a distorted geometry, with properties calculated with wB97M-V/def2-TZVPD.

```
89
C42H44P2W (wB97M-V/def2-TZVPD)
W 0.097 0.071 -1.153
C -1.746 -0.466 -0.311
C -1.875 -0.434 -1.756
C -2.582 0.730 -2.419
C -1.658 1.896 -2.813
C -0.363 1.941 -2.028
C -0.417 2.040 -0.576
C -1.722 2.052 0.193
C -2.374 0.662 0.456
C 1.141 -0.962 -2.531
H -1.747 -1.446 0.163
H -1.978 -1.410 -2.227
H -3.410 1.115 -1.798
H -3.084 0.365 -3.332
H -1.459 1.839 -3.899
H -2.235 2.839 -2.678
H 0.485 2.442 -2.492
H 0.413 2.551 -0.107
H -2.480 2.718 -0.270
H -1.522 2.500 1.180
H -2.317 0.446 1.532
H -3.458 0.749 0.236
H 1.650 -1.700 -1.887
H 1.908 -0.324 -2.973
H 0.562 -1.486 -3.290
P -0.069 -1.951 -8.299
P 1.713 0.602 -8.590
C -0.813 -0.396 -8.835
C -0.031 0.689 -9.073
C -0.708 -3.143 -9.542
C -1.800 -2.901 -10.378
C -2.098 -3.805 -11.409
C -1.322 -4.952 -11.590
C -0.269 -5.224 -10.707
C 0.038 -4.327 -9.684
C -1.183 -2.328 -6.902
C -0.849 -1.477 -5.839
C -1.540 -1.594 -4.651
C -2.564 -2.535 -4.495
C -2.891 -3.387 -5.555
C -2.187 -3.300 -6.766
C 2.463 1.065 -10.256
C 2.276 0.156 -11.315
C 2.783 0.443 -12.584
C 3.483 1.628 -12.817
C 3.669 2.535 -11.769
C 3.161 2.257 -10.494
C 2.000 2.134 -7.645
C 3.201 2.197 -6.907
C 3.470 3.320 -6.128
C 2.533 4.364 -6.072
C 1.319 4.268 -6.757
C 1.033 3.139 -7.526
H -1.909 -0.384 -8.872
H -0.394 1.598 -9.570
H -2.411 -2.013 -10.242
H -2.930 -3.604 -12.078
H -1.531 -5.632 -12.421
H 0.321 -6.129 -10.828
H 0.858 -4.528 -8.999
H -0.064 -0.725 -5.935
H -1.229 -0.929 -3.856
H -3.088 -2.612 -3.539
H -3.688 -4.121 -5.428
H -2.426 -3.985 -7.582
H 1.709 -0.758 -11.133
H 2.619 -0.267 -13.393
H 3.864 1.851 -13.816
H 4.203 3.465 -11.941
H 3.288 2.985 -9.693
H 3.901 1.363 -6.938
H 4.400 3.381 -5.565
H 2.753 5.252 -5.478
H 0.583 5.071 -6.691
H 0.064 3.038 -8.011
C 1.079 -0.154 0.668
C 0.304 -0.167 1.998
C -0.131 -1.395 2.515
C -0.922 -1.434 3.664
C -1.231 -0.240 4.336
C -0.800 0.992 3.816
C 0.021 1.021 2.685
H 1.790 0.689 0.670
H 1.634 -1.095 0.564
H 0.162 -2.316 2.012
H -1.273 -2.389 4.053
H -1.794 -0.255 5.267
H -1.068 1.940 4.298
H 0.456 1.955 2.317
```

Output
- 2S+1 = 3
- HOMO energy (alpha / beta) (hartree) = -0.4739 / -0.4831
- total charge = +2
- Kohn-Sham gap (alpha / beta) (eV) = 6.2 / 4.9



# 3
Below is C42H45BNO6Sc as an isolated structure, with properties calculated with wB97M-V/def2-TZVPD.

```
96
C42H45BNO6Sc (wB97M-V/def2-TZVPD)
Sc 0.841 0.162 0.331
C 4.354 1.750 2.684
C 3.400 0.646 2.272
C 4.004 -0.279 1.232
O 2.995 -0.081 3.420
C 1.567 -0.056 3.546
C 1.304 1.321 2.917
O 2.173 1.249 1.767
C -0.061 1.857 2.452
O -0.495 1.142 1.340
C 0.069 3.351 2.070
C 0.697 4.288 2.886
C 0.792 5.616 2.500
C 0.234 6.038 1.301
C -0.424 5.119 0.499
C -0.502 3.787 0.879
C -1.065 1.787 3.607
C -0.712 2.063 4.923
C -1.671 2.065 5.926
C -2.995 1.798 5.621
C -3.351 1.517 4.310
C -2.393 1.510 3.310
C 0.942 -1.335 2.927
O 1.049 -1.319 1.535
C 1.688 -2.572 3.459
C 2.248 -2.644 4.730
C 2.853 -3.811 5.174
C 2.906 -4.927 4.353
C 2.351 -4.863 3.084
C 1.749 -3.695 2.642
C -0.524 -1.496 3.362
C -0.894 -1.424 4.703
C -2.203 -1.649 5.090
C -3.167 -1.967 4.145
C -2.806 -2.052 2.810
C -1.495 -1.818 2.424
H 5.168 1.313 3.261
H 3.848 2.490 3.302
H 4.758 2.244 1.803
H 4.943 -0.666 1.628
H 4.215 0.263 0.311
H 3.347 -1.126 1.039
H 1.350 -0.017 4.613
H 1.737 2.046 3.612
H 1.117 3.999 3.840
H 1.294 6.327 3.144
H 0.304 7.075 1.003
H -0.873 5.436 -0.434
H -1.005 3.067 0.249
H 0.315 2.283 5.190
H -1.380 2.278 6.946
H -3.744 1.801 6.402
H -4.380 1.293 4.063
H -2.657 1.275 2.290
H 2.236 -1.788 5.389
H 3.289 -3.844 6.164
H 3.378 -5.837 4.700
H 2.387 -5.727 2.432
H 1.322 -3.642 1.651
H -0.157 -1.209 5.466
H -2.470 -1.578 6.137
H -4.190 -2.146 4.448
H -3.546 -2.306 2.062
H -1.214 -1.906 1.383
C -0.007 0.972 -5.284
C 0.287 -0.209 -4.369
C -0.629 -1.372 -4.736
O -0.046 0.180 -3.021
B 0.957 -0.181 -2.134
O 2.040 -0.692 -2.849
C 1.806 -0.604 -4.271
C 2.153 -1.954 -4.883
C 2.756 0.457 -4.820
H -1.074 1.188 -5.251
H 0.263 0.743 -6.316
H 0.525 1.865 -4.969
H -1.662 -1.033 -4.660
H -0.498 -2.204 -4.046
H -0.451 -1.721 -5.752
H 1.583 -2.756 -4.422
H 3.211 -2.156 -4.721
H 1.964 -1.957 -5.957
H 2.570 1.429 -4.365
H 2.666 0.554 -5.901
H 3.780 0.162 -4.588
C 4.896 3.776 -1.286
C 4.731 2.537 -1.882
C 3.575 1.818 -1.616
N 2.607 2.250 -0.806
C 2.781 3.443 -0.235
C 3.895 4.238 -0.448
H 5.784 4.366 -1.471
H 5.479 2.127 -2.546
H 3.408 0.849 -2.072
H 1.997 3.778 0.429
H 3.969 5.198 0.044
```

Output
- 2S+1 = 1
- HOMO energy (hartree) = -0.2836
- Kohn-Sham gap (eV) = 8.3
- energy relative to the best compared isomer or geometry (same formula, charge and spin) (kJ/mol) = 0.00



# 4
Below is C42H45Br2CoN3O2Sb2 as an isolated structure at a distorted geometry, with properties calculated with wB97M-V/def2-TZVPD.

```
97
C42H45Br2CoN3O2Sb2 (wB97M-V/def2-TZVPD)
Co 0.871 -0.601 -0.267
Br -0.289 -0.045 2.368
C 1.150 1.185 2.649
C 1.294 1.655 3.923
C 2.309 2.582 4.215
C 3.118 3.032 3.213
C 2.967 2.566 1.886
C 3.782 3.084 0.854
C 3.624 2.638 -0.425
C 2.679 1.632 -0.712
C 1.843 1.065 0.239
C 1.977 1.585 1.567
H 0.618 1.324 4.698
H 2.427 2.934 5.231
H 3.883 3.772 3.413
H 4.516 3.845 1.093
H 4.227 3.058 -1.226
H 2.628 1.286 -1.743
C -4.802 0.652 -1.119
Sb -2.890 0.221 -0.159
C -3.632 -1.716 0.452
C -3.623 1.115 1.731
C -3.069 2.306 2.470
C -2.835 2.139 3.838
C -2.514 3.196 4.673
C -2.468 4.479 4.157
C -2.668 4.666 2.801
C -2.925 3.603 1.932
C -2.915 3.887 0.472
Sb -0.859 3.499 -0.215
C 0.077 4.947 1.091
C -1.000 4.890 -1.885
H -5.606 0.244 -0.505
H -4.847 0.191 -2.106
H -4.958 1.725 -1.234
H -4.529 -1.596 1.059
H -2.866 -2.240 1.022
H -3.871 -2.306 -0.431
H -3.597 0.259 2.406
H -4.670 1.321 1.493
H -2.920 1.143 4.257
H -2.319 3.019 5.723
H -2.271 5.326 4.802
H -2.629 5.668 2.389
H -3.143 4.930 0.255
H -3.582 3.242 -0.098
H -0.442 5.904 1.051
H 1.116 5.081 0.789
H 0.057 4.568 2.113
H -1.425 5.836 -1.550
H -1.632 4.468 -2.667
H -0.007 5.073 -2.297
N 5.584 -0.157 -2.108
C 4.963 -0.796 -0.949
C 3.673 -1.472 -1.380
O 3.629 -1.795 -2.667
O 2.761 -1.703 -0.626
H 6.529 0.135 -1.903
H 5.057 0.672 -2.363
H 4.467 -1.481 -3.066
H 4.735 -0.128 -0.117
H 5.632 -1.581 -0.587
N -0.245 -1.991 -0.147
C -0.223 -3.253 -0.215
C 0.941 -4.047 0.307
C 1.515 -3.712 1.528
C 2.579 -4.448 2.027
C 3.099 -5.508 1.299
C 2.558 -5.822 0.060
C 1.482 -5.100 -0.432
C -1.339 -4.026 -0.844
C -2.078 -3.443 -1.871
C -3.072 -4.159 -2.518
C -3.349 -5.464 -2.136
C -2.655 -6.035 -1.079
C -1.658 -5.321 -0.432
H 1.108 -2.880 2.089
H 3.005 -4.191 2.989
H 3.922 -6.088 1.697
H 2.974 -6.633 -0.526
H 1.061 -5.346 -1.399
H -1.847 -2.425 -2.163
H -3.631 -3.703 -3.326
H -4.104 -6.034 -2.662
H -2.887 -7.043 -0.762
H -1.119 -5.763 0.396
Br 0.409 -3.303 -5.281
C 0.394 -1.618 -4.418
C 0.059 -0.470 -5.115
C 0.016 0.718 -4.398
C 0.348 0.707 -3.056
N 0.718 -0.397 -2.408
C 0.722 -1.551 -3.076
H -0.161 -0.502 -6.172
H -0.268 1.643 -4.878
H 0.327 1.618 -2.471
H 1.007 -2.437 -2.528
```

Output
- 2S+1 = 2
- HOMO energy (alpha / beta) (hartree) = -0.2547 / -0.2531
- Kohn-Sham gap (alpha / beta) (eV) = 7.1 / 7.2
- energy relative to the best compared isomer or geometry (same formula, charge and spin) (kJ/mol) = 120.78



# 5
Below is C42H45F4LuNO6PSSi as an isolated structure at a distorted geometry, with properties calculated with wB97M-V/def2-TZVPD.

```
102
C42H45F4LuNO6PSSi (wB97M-V/def2-TZVPD)
Lu 0.379 -0.252 -0.221
C -0.567 -1.178 2.910
O -0.842 -0.187 1.932
C -2.285 -0.037 1.851
C -2.650 0.854 0.672
O -2.057 0.277 -0.494
C -2.871 0.209 -1.688
C -3.299 -1.193 -2.017
O -2.491 -1.671 -3.086
C -2.353 -3.085 -3.127
H -1.080 -0.913 3.831
H 0.509 -1.330 2.997
H -0.948 -2.147 2.562
H -2.675 0.313 2.824
H -2.734 -1.026 1.677
H -2.237 1.862 0.815
H -3.736 0.859 0.590
H -2.261 0.552 -2.512
H -3.742 0.844 -1.597
H -4.343 -1.233 -2.329
H -3.108 -1.810 -1.185
H -3.333 -3.552 -3.250
H -1.903 -3.457 -2.215
H -1.732 -3.378 -3.953
C -0.800 3.024 -1.557
Si -0.041 2.012 -2.903
C -1.169 2.344 -4.372
C 1.687 2.604 -3.468
N 0.242 0.412 -2.338
C 0.491 -0.577 -3.276
C -0.050 -0.744 -4.563
C 0.225 -1.856 -5.322
C 1.104 -2.826 -4.852
C 1.722 -2.648 -3.624
C 1.411 -1.546 -2.901
F 1.927 -1.418 -1.609
H -0.507 4.055 -1.776
H -0.464 2.806 -0.533
H -1.875 2.981 -1.534
H -1.301 3.438 -4.362
H -2.176 1.949 -4.314
H -0.745 2.060 -5.330
H 1.935 3.649 -3.245
H 1.783 2.515 -4.542
H 2.457 2.023 -2.998
H -0.779 0.003 -4.882
H -0.379 -2.051 -6.214
H 1.229 -3.790 -5.368
H 2.388 -3.425 -3.180
O 2.920 0.792 -0.172
S 3.172 -0.061 0.987
O 4.380 -0.843 0.972
O 1.889 -0.821 1.278
C 3.363 0.917 2.434
C 4.353 0.504 3.310
C 4.568 1.243 4.455
C 3.754 2.336 4.751
C 2.732 2.746 3.855
C 2.542 2.020 2.692
P 1.176 2.436 1.489
C -0.214 2.939 2.538
C -0.567 2.356 3.745
C -1.736 2.659 4.429
C -2.639 3.553 3.818
C -2.268 4.257 2.697
C -1.109 3.933 2.050
C 1.754 4.025 0.781
C 1.628 5.255 1.440
C 2.242 6.371 0.925
C 2.953 6.255 -0.256
C 2.946 5.084 -0.998
C 2.399 3.939 -0.431
H 4.933 -0.374 3.048
H 5.264 0.868 5.158
H 3.949 2.865 5.703
H 2.013 3.549 4.106
H 0.109 1.605 4.186
H -2.039 2.126 5.323
H -3.576 3.832 4.279
H -2.915 5.010 2.259
H -0.805 4.548 1.197
H 1.038 5.306 2.339
H 2.244 7.368 1.368
H 3.476 7.100 -0.648
H 3.418 5.078 -1.928
H 2.505 2.990 -0.953
F -1.126 -9.212 2.838
C -1.187 -9.140 1.470
F -0.128 -9.857 1.058
F -2.316 -9.775 1.069
C -1.116 -7.740 0.949
C -0.024 -7.322 0.183
C 0.137 -5.981 -0.153
C -0.847 -5.060 0.218
C -1.959 -5.497 0.917
C -2.098 -6.805 1.320
C -0.651 -3.646 -0.024
C -0.453 -2.447 -0.154
H 0.687 -8.076 -0.112
H 0.969 -5.600 -0.681
H -2.716 -4.739 1.145
H -2.984 -7.186 1.810
```

Output
- 2S+1 = 1
- HOMO energy (hartree) = -0.2694
- Kohn-Sham gap (eV) = 7.6
- energy relative to the best compared isomer or geometry (same formula, charge and spin) (kJ/mol) = 87.34



no.,E (eV)
1,-84812.59069
2,-64649.75225
3,-79441.48557
4,-243634.60229
5,-130553.89837